(1)
{"formula": "C25H73N5O10", "method": "ωB97M-V/def2-TZVPD", "max_force_ha_per_bohr": 0.050, "homo_ev": -9.2, "smiles": "COC[C@H](C)N.COC[C@H](C)N.COC[C@H](C)N.COC[C@H](C)N.COC[C@H](C)N.OCCO.CO.CO.CO", "e_lumo_ha": 0.00897, "multiplicity": 1, "elements": ["C", "O", "C", "C", "C", "N", "H", "H", "H", "H", "H", "H", "H", "H", "H", "H", "H", "C", "O", "C", "C", "C", "N", "H", "H", "H", "H", "H", "H", "H", "H", "H", "H", "H", "C", "O", "C", "C", "C", "N", "H", "H", "H", "H", "H", "H", "H", "H", "H", "H", "H", "C", "O", "C", "C", "C", "N", "H", "H", "H", "H", "H", "H", "H", "H", "H", "H", "H", "C", "O", "C", "C", "C", "N", "H", "H", "H", "H", "H", "H", "H", "H", "H", "H", "H", "O", "C", "C", "O", "H", "H", "H", "H", "H", "H", "C", "O", "H", "H", "H", "H", "C", "O", "H", "H", "H", "H", "C", "O", "H", "H", "H", "H"], "coordinates": [[-5.889, 5.264, -2.676], [-5.989, 4.284, -1.667], [-4.809, 3.572, -1.413], [-5.114, 2.549, -0.316], [-3.845, 1.853, 0.156], [-6.132, 1.574, -0.721], [-6.827, 5.300, -3.225], [-5.046, 5.098, -3.353], [-5.708, 6.257, -2.237], [-4.447, 3.023, -2.298], [-4.007, 4.252, -1.086], [-5.540, 3.133, 0.509], [-3.526, 1.099, -0.568], [-4.017, 1.331, 1.095], [-3.064, 2.611, 0.241], [-6.839, 2.060, -1.263], [-5.722, 0.861, -1.313], [3.639, -2.883, -1.958], [4.621, -3.017, -0.956], [5.278, -1.781, -0.692], [6.128, -1.963, 0.531], [5.279, -2.280, 1.766], [6.950, -0.759, 0.838], [4.051, -2.454, -2.883], [2.855, -2.184, -1.624], [3.241, -3.874, -2.154], [5.852, -1.505, -1.588], [4.488, -1.030, -0.528], [6.830, -2.790, 0.416], [5.083, -3.354, 1.840], [4.301, -1.794, 1.712], [5.805, -2.042, 2.690], [6.349, -0.112, 1.350], [7.123, -0.234, -0.019], [2.173, 1.048, -2.206], [1.347, 1.348, -1.126], [-0.043, 1.130, -1.327], [-0.401, -0.343, -1.197], [-1.259, -0.785, -2.417], [-1.238, -0.623, -0.028], [1.837, 0.199, -2.806], [3.182, 0.815, -1.849], [2.381, 1.899, -2.871], [-0.627, 1.749, -0.640], [-0.319, 1.533, -2.309], [0.458, -1.008, -1.360], [-1.368, -1.871, -2.316], [-0.752, -0.545, -3.348], [-2.289, -0.426, -2.421], [-1.334, -1.621, 0.110], [-0.863, -0.193, 0.811], [3.646, -4.926, 4.653], [2.439, -4.242, 4.736], [2.030, -3.750, 3.482], [0.610, -3.221, 3.549], [-0.387, -4.305, 3.887], [0.302, -2.603, 2.255], [4.479, -4.284, 4.344], [3.584, -5.796, 3.979], [3.890, -5.377, 5.618], [2.703, -2.930, 3.162], [2.157, -4.503, 2.687], [0.653, -2.458, 4.343], [-1.414, -3.932, 3.809], [-0.252, -4.669, 4.904], [-0.322, -5.120, 3.165], [-0.516, -2.019, 2.359], [1.081, -2.052, 1.916], [-3.269, 4.542, 2.727], [-2.087, 3.770, 2.871], [-2.233, 2.748, 3.821], [-0.966, 1.922, 3.834], [-1.163, 0.629, 4.613], [0.063, 2.730, 4.507], [-3.712, 4.805, 3.687], [-3.983, 4.011, 2.085], [-3.005, 5.452, 2.185], [-2.507, 3.083, 4.829], [-3.081, 2.101, 3.518], [-0.748, 1.697, 2.778], [-1.618, 0.831, 5.583], [-0.264, 0.014, 4.633], [-1.917, -0.002, 4.118], [0.259, 3.546, 3.930], [0.955, 2.244, 4.521], [-1.628, -1.762, -6.759], [-1.918, -2.796, -5.822], [-3.274, -2.564, -5.191], [-4.398, -3.011, -5.943], [-1.433, -2.140, -7.618], [-1.887, -3.796, -6.264], [-1.196, -2.831, -4.999], [-3.396, -1.542, -4.818], [-3.290, -3.180, -4.281], [-4.487, -2.437, -6.709], [2.166, 1.295, 2.150], [1.739, 0.196, 1.376], [1.439, 2.108, 2.130], [2.240, 0.919, 3.172], [3.161, 1.653, 1.864], [1.409, 0.487, 0.514], [1.516, 4.521, 0.040], [1.147, 5.864, -0.208], [0.955, 4.093, 0.881], [1.317, 3.845, -0.801], [2.585, 4.449, 0.224], [0.261, 5.881, -0.578], [1.503, -1.564, -4.747], [1.366, -2.200, -6.005], [2.533, -1.199, -4.626], [0.860, -0.680, -4.742], [1.331, -2.257, -3.930], [1.736, -1.658, -6.705]], "forces_ev_per_a": [[0.3, 0.5, 0.2], [-0.2, -0.1, -0.3], [0.4, -0.4, 0.3], [-0.2, 0.1, 0.0], [-0.4, 0.2, -0.4], [0.2, 0.2, 0.1], [0.0, -0.1, -0.1], [-0.2, -0.3, -0.1], [-0.1, -0.1, 0.1], [-0.1, 0.2, -0.1], [0.0, 0.0, 0.0], [0.0, -0.1, 0.0], [0.1, 0.1, 0.0], [0.1, 0.1, 0.1], [0.2, -0.2, 0.3], [-0.1, -0.1, 0.0], [0.0, 0.0, 0.0], [0.2, 0.4, 0.2], [0.1, 0.1, -0.2], [-0.8, -0.7, -0.5], [0.7, 0.5, 1.2], [-0.1, -0.7, -0.1], [-0.8, 0.4, -0.4], [0.1, -0.2, 0.0], [-0.1, -0.2, 0.0], [-0.2, 0.0, 0.0], [0.2, 0.2, 0.1], [0.3, 0.2, 0.1], [-0.1, 0.0, -0.4], [-0.1, 0.1, -0.2], [0.1, 0.2, 0.2], [0.0, 0.3, -0.1], [0.1, -0.1, 0.2], [0.3, -0.3, 0.0], [1.2, 0.0, -0.7], [-0.2, 0.5, 0.8], [0.0, 0.2, -0.6], [-2.0, -0.6, -1.5], [0.0, -0.5, 0.5], [0.5, 0.5, 0.0], [-0.2, 0.0, 0.1], [-0.2, -0.3, 0.4], [-0.7, 0.1, 0.0], [0.3, -0.1, 0.4], [0.1, -0.3, -0.1], [0.5, 0.4, 0.8], [0.1, 0.0, -0.3], [-0.1, -0.1, -0.1], [0.2, 0.5, 0.1], [0.1, 0.0, 0.2], [0.1, -0.3, 0.1], [0.6, -0.9, 0.1], [-0.5, 0.1, 0.0], [0.5, 0.3, -0.6], [0.6, 0.3, 0.0], [-0.5, 0.1, -0.1], [-0.1, -0.6, 0.1], [0.0, 0.0, -0.1], [0.0, 0.3, -0.2], [-0.1, 0.4, 0.1], [-0.1, 0.0, 0.2], [-0.3, -0.2, 0.2], [-0.3, -0.2, 0.1], [0.1, 0.1, 0.1], [0.1, -0.1, -0.1], [0.2, -0.1, 0.1], [0.1, 0.2, -0.1], [-0.2, 0.3, 0.1], [0.3, 0.0, -0.7], [-0.1, 0.7, 0.3], [-0.9, -1.1, -0.4], [0.1, 0.2, 0.6], [-1.0, -0.3, -0.7], [0.4, 0.1, -0.6], [-0.1, 0.0, 0.1], [-0.2, -0.1, 0.3], [0.1, 0.0, 0.2], [0.4, 0.4, 0.0], [0.2, 0.0, -0.1], [0.2, -0.1, 0.1], [0.6, 0.0, 0.3], [0.2, 0.2, 0.4], [0.1, 0.2, -0.2], [-0.2, 0.1, 0.2], [-0.2, -0.2, 0.1], [-0.1, -0.1, 0.1], [-0.4, 0.1, 0.2], [-0.2, -0.9, 0.9], [0.4, 0.3, -0.1], [0.1, -0.1, 0.1], [-0.1, 0.1, -0.2], [0.3, 0.4, -0.2], [0.1, 0.2, -0.4], [-0.1, 0.0, -0.2], [0.0, 0.0, -0.1], [0.0, -0.3, 0.2], [-0.2, -0.5, 0.0], [0.1, 0.1, 0.0], [0.0, 0.1, 0.0], [-0.1, 0.1, -0.1], [0.5, 0.3, 0.0], [-0.5, -0.7, -0.2], [0.3, 0.1, 0.0], [0.2, 0.2, 0.2], [0.0, 0.3, -0.1], [0.0, 0.3, 0.2], [0.0, 0.0, 0.0], [0.9, 0.9, -0.9], [-0.1, -0.9, 0.2], [-0.1, 0.0, 0.1], [-0.2, -0.1, 0.5], [-0.4, -0.1, -0.1], [0.0, 0.2, 0.2]]}

(2)
{"formula": "C19H28F5GdO3Te", "method": "ωB97M-V/def2-TZVPD", "max_force_ha_per_bohr": 0.042, "homo_ev": [-8.0, -8.1], "e_lumo_ha": [-0.05125, -0.04262], "s_squared": 15.8318, "multiplicity": 8, "elements": ["O", "C", "C", "H", "H", "C", "H", "H", "C", "H", "H", "H", "C", "H", "H", "H", "Gd", "C", "C", "C", "H", "C", "C", "H", "H", "H", "H", "C", "C", "C", "H", "C", "C", "H", "H", "H", "H", "O", "C", "C", "H", "H", "C", "H", "H", "C", "H", "H", "H", "H", "F", "Te", "F", "F", "F", "F", "O"], "coordinates": [[1.990, -2.332, -1.969], [1.609, -3.746, -2.202], [2.963, -4.161, -2.735], [0.808, -3.836, -2.950], [1.342, -4.269, -1.275], [3.300, -2.674, -2.504], [2.970, -4.466, -3.782], [3.525, -4.827, -2.081], [3.593, -1.967, -3.809], [2.758, -2.069, -4.511], [4.480, -2.428, -4.263], [3.807, -0.907, -3.639], [4.406, -2.491, -1.492], [4.161, -2.967, -0.538], [4.593, -1.429, -1.316], [5.324, -2.947, -1.882], [-1.150, 1.607, 0.971], [-0.919, 2.345, 3.522], [-1.969, 1.395, 3.641], [-1.469, 0.111, 3.302], [-2.973, 1.595, 4.017], [-0.065, 0.249, 3.035], [0.272, 1.639, 3.166], [1.274, 2.062, 3.061], [-0.993, 3.415, 3.719], [-2.037, -0.824, 3.299], [0.640, -0.560, 2.853], [-1.150, 4.279, 0.607], [0.157, 3.888, 1.018], [0.723, 3.058, 0.000], [0.663, 4.235, 1.923], [-0.246, 2.943, -1.052], [-1.403, 3.687, -0.671], [-2.297, 3.832, -1.271], [-1.789, 4.984, 1.134], [1.741, 2.652, -0.007], [-0.101, 2.433, -2.008], [-0.880, -0.239, -0.660], [0.446, -0.611, -0.164], [0.337, -2.051, 0.349], [0.869, 0.088, 0.610], [1.128, -0.556, -1.014], [-0.839, -2.618, -0.470], [0.087, -2.043, 1.419], [1.266, -2.595, 0.199], [-1.774, -1.433, -0.671], [-1.313, -3.479, -0.008], [-0.439, -2.935, -1.442], [-2.507, -1.325, 0.148], [-2.307, -1.437, -1.627], [-3.399, 3.772, 2.454], [-4.668, 2.785, 1.404], [-4.367, 3.988, -0.040], [-5.981, 1.862, 0.406], [-4.959, 1.623, 2.881], [-5.958, 3.995, 2.102], [-3.281, 1.701, 0.812]], "forces_ev_per_a": [[0.2, -1.9, -0.7], [-0.7, -0.1, 0.1], [-0.1, 0.7, 0.2], [0.0, 0.2, 0.4], [-0.2, 0.3, -0.1], [1.1, -0.2, -0.6], [0.1, -0.1, 0.2], [-0.1, -0.1, -0.3], [0.1, 0.2, 0.0], [0.1, 0.1, 0.2], [-0.1, 0.1, 0.1], [-0.1, -0.1, -0.1], [0.1, 0.3, 0.1], [0.0, 0.0, -0.1], [0.0, 0.0, 0.1], [-0.1, 0.1, 0.1], [-0.2, -0.1, 0.7], [0.2, -0.6, 0.3], [0.3, -0.1, 0.1], [0.6, 0.3, 0.0], [0.4, 0.0, -0.5], [-0.4, 0.6, 0.3], [-0.3, -0.6, 0.2], [-0.4, -0.2, 0.0], [0.0, -0.5, -0.1], [0.2, 0.4, 0.0], [-0.2, 0.3, 0.0], [0.7, -0.3, -0.6], [0.0, 0.3, -0.7], [-0.2, 0.5, -0.1], [-0.2, -0.3, -0.4], [0.0, 0.5, 0.1], [0.9, 0.2, 0.1], [0.2, -0.2, 0.2], [0.1, -0.4, -0.1], [-0.5, 0.1, 0.0], [-0.1, 0.1, 0.5], [-0.3, -0.4, 0.9], [0.6, -0.4, -0.4], [-0.7, 0.4, 0.4], [-0.8, -0.4, -0.5], [-0.2, 0.0, 0.1], [0.6, 0.2, -0.5], [0.0, -0.1, -0.2], [-0.1, 0.1, 0.1], [0.4, 0.5, 0.4], [-0.1, 0.0, 0.1], [-0.4, 0.1, 0.2], [0.3, 0.0, -0.3], [0.2, 0.1, 0.2], [-1.3, -0.4, -0.5], [1.8, -0.3, 0.0], [-0.7, -0.5, 1.0], [0.6, 0.8, 0.7], [-0.4, 1.0, -0.8], [0.9, -1.2, -0.7], [-2.1, 0.6, 0.1]]}

(3)
{"formula": "C5H10O2", "method": "ωB97M-V/def2-TZVPD", "max_force_ha_per_bohr": 0.027, "homo_ev": -10.0, "e_lumo_ha": 0.03996, "multiplicity": 1, "elements": ["C", "O", "C", "C", "C", "C", "O", "H", "H", "H", "H", "H", "H", "H", "H", "H", "H"], "coordinates": [[-2.029, -0.909, -0.877], [-0.388, 1.084, -0.929], [0.507, 1.577, 0.072], [1.278, 0.265, 0.093], [1.493, -0.339, 1.455], [0.135, -0.243, -0.784], [-0.780, -1.072, -0.160], [-2.710, -1.556, -0.344], [-1.922, -1.227, -1.929], [-2.473, 0.108, -0.934], [-0.006, 1.773, 1.023], [1.062, 2.455, -0.256], [2.191, 0.298, -0.510], [1.892, -1.347, 1.353], [2.206, 0.282, 2.007], [0.565, -0.378, 2.037], [0.358, -0.661, -1.775]], "forces_ev_per_a": [[-0.3, -0.4, 0.0], [0.1, 0.2, -0.2], [0.3, 0.4, 0.2], [0.0, -0.2, 0.0], [0.1, -0.2, 0.1], [-0.2, 0.1, -0.5], [-1.0, 0.8, -0.4], [-0.3, -0.2, -0.1], [0.1, -0.2, 0.3], [0.8, -0.5, 0.5], [0.0, 0.1, -0.2], [-0.1, 0.1, 0.0], [0.0, 0.1, 0.3], [0.1, 0.0, 0.2], [0.0, -0.2, 0.0], [0.1, 0.0, -0.2], [0.2, 0.1, 0.0]]}

Results for energy relative to the best compared isomer or geometry (same formula, charge and spin): 2.421, 0.000, 2.435 (in eV, following the order of the records).